(1)
{"formula": "C5H24NO9", "method": "ωB97M-V/def2-TZVPD", "elements": ["C", "C", "C", "N", "C", "C", "O", "O", "H", "H", "H", "H", "H", "H", "H", "H", "H", "H", "H", "H", "O", "H", "H", "O", "H", "H", "O", "H", "H", "O", "H", "H", "O", "H", "H", "O", "H", "H", "O"], "coordinates": [[-0.341, 0.216, -1.407], [0.093, -0.874, -2.441], [0.796, 0.438, -0.414], [0.689, -0.252, 0.893], [2.048, -0.209, 1.651], [3.062, -0.977, 0.686], [2.852, -2.228, 0.501], [3.824, -0.315, 0.006], [-1.224, -0.132, -0.782], [-0.735, 1.099, -2.020], [0.902, -0.602, -3.208], [0.270, -1.837, -1.907], [-0.717, -1.098, -3.099], [0.882, 1.579, -0.389], [1.786, 0.247, -0.854], [0.308, -1.202, 0.635], [1.828, -0.901, 2.564], [2.226, 0.867, 1.915], [-1.192, -2.676, 1.244], [-1.406, -1.377, 1.863], [-1.951, -2.132, 1.624], [1.441, -2.799, 0.841], [0.468, -3.614, 0.161], [0.426, -3.187, 1.022], [-4.314, -2.205, -0.192], [-2.994, -1.578, 0.343], [-3.746, -1.356, -0.289], [3.870, 2.266, -1.876], [3.927, 1.343, -0.717], [3.921, 2.223, -0.972], [0.044, 2.835, 1.827], [-0.351, 1.439, 1.782], [-0.561, 2.270, 2.081], [-2.388, 2.346, -0.852], [-2.914, 3.532, -1.506], [-2.434, 2.729, -1.724], [-3.144, 1.378, 0.832], [-2.252, 2.400, 1.340], [-3.000, 2.345, 0.835]], "fmax_ha_per_bohr": 0.13456, "e_tot_ev": -25493.4502, "charge": -1, "gap_ev": 8.66}

(2)
{"formula": "C5H24NO9", "method": "ωB97M-V/def2-TZVPD", "elements": ["O", "C", "O", "C", "C", "C", "C", "N", "H", "H", "H", "H", "H", "H", "H", "H", "H", "H", "H", "H", "O", "H", "H", "O", "H", "H", "O", "H", "H", "O", "H", "H", "O", "H", "H", "O", "H", "H", "O"], "coordinates": [[-0.716, -0.955, 1.382], [0.128, -0.144, 1.074], [0.586, 0.702, 2.051], [0.424, 0.192, -0.376], [0.887, -0.985, -1.154], [-0.237, -1.771, -1.878], [-0.677, -2.934, -1.424], [1.315, 1.428, -0.483], [0.438, 0.317, 2.924], [-0.671, 0.357, -0.645], [1.718, -0.860, -1.878], [1.416, -1.751, -0.600], [-0.422, -1.302, -2.871], [-1.407, -3.505, -1.994], [-0.387, -3.272, -0.445], [2.296, 1.112, -0.338], [1.130, 1.865, -1.443], [1.095, 2.045, 0.299], [1.290, -4.123, 1.906], [-0.115, -3.265, 1.894], [0.825, -3.290, 1.734], [-2.170, 2.823, 3.359], [-1.484, 1.787, 2.489], [-1.347, 2.656, 2.879], [0.792, 2.868, -3.619], [1.888, 1.631, -3.388], [1.405, 2.417, -3.022], [-2.854, 0.542, 0.418], [-3.328, 1.184, -0.850], [-2.542, 1.134, -0.290], [0.000, 3.831, 1.549], [-0.941, 3.879, 0.258], [-0.054, 3.742, 0.590], [-3.368, -2.468, 1.023], [-3.187, -2.252, -0.378], [-3.418, -1.729, 0.403], [4.340, -1.067, -0.200], [3.614, -0.495, 0.996], [3.738, -0.347, 0.046]], "fmax_ha_per_bohr": 0.06101, "e_tot_ev": -25488.0142, "multiplicity": 2, "gap_ev": [2.51, 10.02]}

(3)
{"formula": "C5H25N2O5S", "method": "ωB97M-V/def2-TZVPD", "elements": ["N", "C", "C", "C", "S", "C", "N", "C", "H", "H", "H", "H", "H", "H", "H", "H", "H", "H", "H", "H", "H", "H", "H", "H", "H", "O", "H", "H", "O", "H", "H", "O", "H", "H", "O", "H", "H", "O"], "coordinates": [[0.057, 0.787, 2.571], [0.059, 0.040, 1.226], [-0.344, -1.427, 1.461], [-1.229, -1.918, 0.349], [-1.687, -3.694, 0.537], [1.417, 0.177, 0.537], [1.539, 1.514, -0.080], [2.111, 1.415, -1.440], [0.537, 0.262, 3.296], [0.545, 1.710, 2.448], [-0.838, 1.025, 2.899], [-0.715, 0.564, 0.590], [-0.899, -1.616, 2.368], [0.568, -2.057, 1.531], [-2.141, -1.283, 0.172], [-0.722, -1.857, -0.669], [-2.837, -3.547, 1.226], [2.240, -0.071, 1.247], [1.491, -0.700, -0.309], [2.099, 2.143, 0.442], [3.085, 1.080, -1.472], [2.046, 2.442, -1.887], [1.469, 0.682, -2.051], [-2.500, -0.007, -2.306], [-1.493, 0.873, -1.668], [-1.554, 0.139, -2.196], [-1.206, 3.167, -1.281], [-0.166, 2.198, -0.625], [-1.171, 2.362, -0.735], [-1.632, 2.537, 0.975], [-2.211, 3.190, 2.164], [-1.626, 2.585, 1.905], [0.244, -1.957, -3.409], [-0.269, -0.877, -2.472], [0.478, -1.520, -2.661], [1.281, -2.321, -1.342], [2.253, -3.386, -0.785], [1.724, -2.655, -0.557]], "fmax_ha_per_bohr": 0.10871, "e_tot_ev": -29637.2821, "charge": 1, "gap_ev": 8.86}

(4)
{"formula": "C5H25NO7", "method": "ωB97M-V/def2-TZVPD", "elements": ["C", "C", "C", "C", "C", "N", "H", "H", "H", "H", "H", "H", "H", "H", "H", "H", "H", "O", "H", "H", "O", "H", "H", "O", "H", "H", "O", "H", "H", "O", "H", "H", "O", "H", "H", "O", "H", "H"], "coordinates": [[-0.926, 0.059, -0.127], [-0.062, 0.389, 1.057], [0.632, 1.733, 1.086], [-0.139, -0.423, 2.138], [0.402, -0.026, 3.478], [-0.504, -1.757, 2.090], [-1.535, 0.809, -0.640], [-1.795, -0.403, 0.335], [-0.457, -0.502, -0.911], [1.697, 1.666, 1.212], [0.100, 2.322, 1.853], [0.516, 2.184, 0.091], [0.451, 1.003, 3.781], [-0.122, -0.455, 4.367], [1.432, -0.428, 3.666], [-0.861, -2.243, 1.288], [-0.003, -2.358, 2.716], [-3.445, 1.473, -0.919], [-4.240, 0.943, -0.800], [-3.537, 2.238, -0.343], [2.508, 1.488, -3.175], [2.412, 1.699, -2.233], [1.691, 1.694, -3.648], [1.491, -3.201, 0.948], [2.439, -3.215, 1.079], [1.280, -2.812, 0.073], [-2.811, 2.767, 2.105], [-2.552, 3.115, 1.259], [-3.002, 1.816, 2.124], [0.274, -2.750, -1.504], [0.949, -2.866, -2.192], [0.016, -1.839, -1.606], [2.891, -1.686, -1.948], [2.882, -0.814, -2.386], [2.392, -1.382, -1.174], [-0.259, 1.747, -3.166], [-1.138, 1.574, -2.823], [-0.110, 1.223, -3.963]], "fmax_ha_per_bohr": 0.04936, "e_tot_ev": -21411.6172, "gap_ev": 7.27}

What are the energy above the lowest of the compared OMol25 structures with the same formula, charge and spin values for these records? In order: 182.8, 248.7, 160.9, 185.7 kJ/mol.